1.
C21H43FeN2P3Se | ωB97M-V/def2-TZVPD

Positions of all 71 atoms, in Å:
Fe1 0.0018 -0.1391 -0.7105
P1 2.1419 -0.7387 0.0262
P2 -1.2511 0.0608 1.7588
P3 0.5706 2.5502 -0.2117
H1 1.0032 0.3223 -7.5016
C1 1.9640 0.7885 -7.2376
C2 2.6403 0.5107 -6.1070
H2 2.4076 -0.3030 -5.3953
C3 2.8439 -2.3559 -0.4736
C4 2.4512 -0.7919 1.8496
C5 3.4097 0.3838 -0.6641
C6 -3.0544 0.4375 1.6180
C7 -1.4192 -1.4547 2.7798
C8 -0.8462 1.2346 3.1374
C9 1.3082 3.5246 -1.5747
C10 1.6408 2.8589 1.2376
C11 -0.9714 3.4880 0.0754
H3 2.4239 1.3901 -8.0637
H4 3.5873 1.0419 -5.9237
H5 2.5643 -2.5872 -1.5094
H6 2.5065 -3.1708 0.1789
H7 3.9384 -2.2640 -0.3946
H8 1.7317 -1.4499 2.3571
H9 2.3724 0.2074 2.2945
H10 3.4766 -1.1966 1.9717
H11 3.3647 0.3365 -1.7610
H12 4.3727 0.0024 -0.2979
H13 3.2773 1.4281 -0.3650
H14 -3.4970 0.3839 2.6248
H15 -3.5328 -0.3110 0.9704
H16 -3.2133 1.4394 1.1975
H17 -2.1774 -1.2614 3.5491
H18 -0.4712 -1.7077 3.2692
H19 -1.7522 -2.2877 2.1535
H20 -1.5248 1.0111 3.9754
H21 -0.9932 2.2822 2.8405
H22 0.1842 1.0772 3.4861
H23 1.2254 4.5840 -1.2892
H24 0.7709 3.3615 -2.5231
H25 2.3726 3.2811 -1.7101
H26 1.7878 3.9455 1.2876
H27 2.6222 2.3823 1.1383
H28 1.1873 2.5118 2.1729
H29 -0.7318 4.5574 0.0592
H30 -1.4630 3.1998 1.0112
H31 -1.6581 3.2548 -0.7474
C12 -1.9120 1.3575 -3.2019
C13 -0.7334 0.9540 -3.8483
C14 -0.4253 1.5267 -5.0680
C15 -1.2273 2.5186 -5.6393
C16 -2.3895 2.9555 -4.9734
C17 -2.7444 2.3649 -3.7566
Se1 -2.3429 0.4214 -1.6200
H32 -0.6942 1.3101 -0.7007
H33 -0.0927 0.1591 -3.4459
H34 0.4683 1.1827 -5.5741
H35 -0.9157 2.9367 -6.5999
H36 -3.0154 3.7374 -5.4174
H37 -3.6538 2.6506 -3.2188
C18 -1.1920 -2.5754 -3.1497
C19 -0.9197 -3.0455 -1.7852
N1 -0.3281 -2.3752 -0.7972
C20 -0.2588 -3.2558 0.2836
C21 -0.9072 -4.4185 -0.0286
N2 -1.3156 -4.2784 -1.3570
H38 -1.5234 -3.4162 -3.7675
H39 -1.9921 -1.8217 -3.1439
H40 -0.2909 -2.1366 -3.5954
H41 0.2370 -2.9885 1.2100
H42 -1.1007 -5.2996 0.5707
H43 -1.8768 -4.9433 -1.9062

Forces on atoms 1 to 6 (eV/Å):
Fe -0.9 -1.3 1.1
P 1.6 -0.4 0.5
P -0.9 0.0 1.1
P -1.0 0.9 -0.4
H 0.5 0.0 0.2
C 0.7 -0.4 -0.3

Properties
Kohn-Sham gap (alpha / beta)	7.063 / 4.695	eV
charge	+3
LUMO energy (alpha / beta)	-9.52 / -11.89	eV
ΔE to the lowest compared entry with this formula, charge and spin	4.80	kcal per mole
expectation value of S²	8.82
spin multiplicity	6

Löwdin population analysis, charges in e, atoms 1 to 8: atom 1 (Fe): 0.32, atom 2 (P): 0.75, atom 3 (P): 0.80, atom 4 (P): 0.85, atom 5 (H): 0.06, atom 6 (C): -0.07, atom 7 (C): -0.10, atom 8 (H): 0.05

---

2.
C4H7P | ωB97M-V/def2-TZVPD

Positions of all 12 atoms, in Å:
C1 0.3641 -0.4512 2.0198
C2 -0.8215 -0.2454 1.1867
C3 -0.6811 -0.2360 -0.2931
C4 -0.1945 -0.3726 -1.8999
P1 0.1404 1.2221 -2.5988
H1 0.4820 0.2524 2.7515
H2 1.2046 -0.2104 1.3768
H3 0.4397 -1.4710 2.2930
H4 -1.9237 -0.1901 1.4428
H5 -0.5048 -1.3492 -2.3421
H6 1.4891 1.2403 -2.5695
H7 0.0057 1.8112 -1.3672

Forces on atoms 1 to 6 (eV/Å):
C 0.6 -0.4 -2.4
C -2.0 0.2 -8.0
C 1.9 -1.4 -1.1
C -3.0 -0.9 8.4
P -1.7 0.5 -1.3
H -0.2 1.4 2.5

Properties
Kohn-Sham gap (alpha / beta)	8.352 / 8.346	eV
LUMO energy (alpha / beta)	0.25 / 0.25	eV
ΔE to the lowest compared entry with this formula, charge and spin	118.21	kcal per mole

Löwdin population analysis, charges in e, atoms 1 to 8: atom 1 (C): -0.14, atom 2 (C): -0.19, atom 3 (C): 0.03, atom 4 (C): -0.43, atom 5 (P): 0.69, atom 6 (H): 0.04, atom 7 (H): 0.08, atom 8 (H): 0.07

---

Q: The highest ΔE to the lowest compared entry with this formula, charge and spin belongs to which entry?
A: C4H7P

---

Q: ΔE to the lowest compared entry with this formula, charge and spin of number 2 (C4H7P)?
A: 118.21 kcal per mole

---

Q: ΔE to the lowest compared entry with this formula, charge and spin of number 1 (C21H43FeN2P3Se)?
A: 4.80 kcal per mole

---

Q: Number 1 is which compound?
A: C21H43FeN2P3Se